<i>
Formula: C3H7N3S
Source: the Open Molecules 2025 dataset
Level of theory: the ωB97M-V functional and the def2-TZVPD basis

Geometry as XYZ:
```
14
Properties=species:S:1:pos:R:3
H -0.121 1.773 1.417
N -1.072 1.681 1.024
C -1.165 0.767 0.134
N -0.193 -0.161 -0.320
C -0.480 -0.791 -1.602
C 1.033 -0.263 0.274
N 1.068 0.052 1.577
S 2.396 -0.659 -0.609
H -2.091 0.619 -0.403
H -0.087 -1.783 -1.572
H 0.083 -0.280 -2.373
H -1.541 -0.765 -1.746
H 1.929 -0.022 2.108
H 0.241 -0.168 2.091
```

The value obtained for the orbital gap is 0.334 Eh. The value obtained for the lowest unoccupied orbital energy is 0.0178 Eh. The calculation puts the HOMO energy at -8.6 eV.

These are the Löwdin partial charges, in e, on atoms 1 to 8: 0.041, 0.091, -0.233, -0.159, -0.074, -0.902, 0.070, 0.621


<ii>
Formula: C3H7N3S
Source: the Open Molecules 2025 dataset
Level of theory: the ωB97M-V functional and the def2-TZVPD basis

Geometry as XYZ:
```
14
Properties=species:S:1:pos:R:3
H 0.659 1.657 -0.056
N -0.246 1.332 0.057
C -0.104 0.085 0.092
N -1.125 -0.712 0.486
C -2.524 -0.652 -0.081
N -3.014 0.502 -0.089
H -4.010 0.242 -0.499
S 1.434 -0.869 -0.136
C 2.918 0.354 0.062
H -0.807 -1.846 0.273
H -3.123 -1.725 -0.265
H 2.831 1.292 -0.609
H 3.162 0.517 1.266
H 3.948 -0.176 -0.501
```

The value obtained for the orbital gap is 0.355 Eh. The value obtained for the lowest unoccupied orbital energy is 0.0183 Eh. The calculation puts the HOMO energy at -9.2 eV.

These are the Löwdin partial charges, in e, on atoms 1 to 8: -0.019, 0.120, -0.831, -0.050, -0.296, 0.076, 0.095, 0.780


Most stable of them? <i>.


<i>
Formula: C18H24O18
Source: the Open Molecules 2025 dataset
Level of theory: the ωB97M-V functional and the def2-TZVPD basis

Geometry as XYZ:
```
60
Properties=species:S:1:pos:R:3
O 12.227 15.004 8.018
C 12.910 14.323 8.734
O 13.829 14.760 9.557
C 14.405 13.783 10.476
C 13.576 12.605 10.009
O 12.849 12.976 8.833
H 15.477 13.700 10.297
H 14.152 14.145 11.473
H 12.845 12.215 10.717
H 14.237 11.819 9.645
O 18.778 13.351 7.716
C 17.881 14.064 7.297
O 16.791 14.250 7.944
C 15.809 15.021 7.254
C 16.690 15.385 5.981
O 17.888 14.670 6.109
H 15.021 14.389 6.844
H 15.298 15.870 7.708
H 16.680 16.475 5.987
H 16.237 15.043 5.051
O 24.058 17.577 6.291
C 22.914 17.195 6.528
O 22.652 15.989 7.098
C 21.224 15.739 6.920
C 20.633 17.135 6.797
O 21.743 17.838 6.276
H 20.971 15.121 6.059
H 20.738 15.233 7.754
H 20.352 17.562 7.760
H 19.758 17.154 6.147
O 14.610 16.249 2.415
C 13.790 16.527 3.297
O 12.462 16.652 3.167
C 11.785 17.038 4.395
C 12.933 16.810 5.363
O 14.052 16.772 4.552
H 11.313 18.008 4.238
H 11.055 16.268 4.646
H 13.108 15.836 5.820
H 12.950 17.568 6.146
O 16.794 12.655 13.038
C 17.422 13.507 12.376
O 18.610 13.355 11.858
C 19.128 14.457 11.219
C 17.960 15.344 11.156
O 17.040 14.779 12.062
H 19.860 14.982 11.833
H 19.466 14.226 10.208
H 17.540 15.350 10.150
H 18.006 16.355 11.561
O 15.332 11.816 6.721
C 16.220 10.935 6.421
O 15.881 9.630 6.302
C 17.015 8.882 5.904
C 18.074 9.894 5.529
O 17.550 11.075 6.105
H 17.444 8.224 6.660
H 16.773 8.240 5.058
H 18.149 10.128 4.467
H 19.044 9.690 5.983
```

The value obtained for the orbital gap is 0.405 Eh. The value obtained for the lowest unoccupied orbital energy is 0.0033 Eh. The calculation puts the HOMO energy at -10.9 eV.

These are the Löwdin partial charges, in e, on atoms 1 to 8: 0.132, -0.612, 0.040, -0.046, -0.101, 0.067, 0.115, 0.140


<ii>
Formula: C18H24O18
Source: the Open Molecules 2025 dataset
Level of theory: the ωB97M-V functional and the def2-TZVPD basis

Geometry as XYZ:
```
60
Properties=species:S:1:pos:R:3
O 1.787 -3.139 9.175
C 2.608 -2.853 8.287
O 3.471 -1.859 8.480
C 4.312 -1.752 7.423
C 3.904 -2.773 6.460
O 2.669 -3.242 7.003
H 4.267 -0.742 7.016
H 5.360 -1.928 7.669
H 4.678 -3.541 6.460
H 3.837 -2.400 5.438
O -1.071 -4.651 -1.838
C -2.018 -5.322 -2.344
O -2.763 -6.174 -1.687
C -3.964 -6.391 -2.406
C -3.571 -5.883 -3.821
O -2.483 -5.071 -3.568
H -4.133 -7.468 -2.424
H -4.740 -5.726 -2.027
H -4.310 -5.345 -4.415
H -3.035 -6.624 -4.414
O 2.332 1.592 2.820
C 1.976 0.757 2.022
O 0.836 0.848 1.316
C 0.860 -0.037 0.246
C 2.186 -0.813 0.379
O 2.717 -0.368 1.634
H -0.102 -0.545 0.181
H 0.846 0.400 -0.753
H 2.750 -0.451 -0.480
H 1.940 -1.866 0.510
O -4.051 1.285 -0.409
C -4.531 1.386 0.684
O -5.763 1.146 0.882
C -6.247 1.325 2.237
C -4.942 1.801 2.910
O -3.998 1.753 1.809
H -6.976 2.135 2.254
H -6.494 0.341 2.635
H -4.544 1.125 3.667
H -5.027 2.785 3.371
O 5.823 5.285 0.526
C 5.220 4.972 -0.482
O 5.447 3.832 -1.117
C 4.441 3.604 -2.128
C 3.676 4.879 -2.136
O 4.115 5.535 -1.021
H 4.833 3.254 -3.083
H 3.841 2.725 -1.894
H 2.596 4.765 -2.231
H 3.987 5.364 -3.061
O 0.920 1.358 -4.333
C -0.095 1.805 -4.891
O -1.163 1.126 -5.288
C -1.944 1.959 -6.102
C -1.546 3.293 -5.648
O -0.189 3.119 -5.275
H -1.916 1.832 -7.184
H -2.995 1.869 -5.828
H -2.020 3.691 -4.751
H -1.603 4.016 -6.461
```

The value obtained for the orbital gap is 0.401 Eh. The value obtained for the lowest unoccupied orbital energy is 0.0129 Eh. The calculation puts the HOMO energy at -10.6 eV.

These are the Löwdin partial charges, in e, on atoms 1 to 8: 0.112, -0.521, 0.095, -0.199, -0.123, 0.090, 0.141, 0.136


Most stable of them? <i>.


<i>
Formula: C10H7NO2
Source: the Open Molecules 2025 dataset
Level of theory: the ωB97M-V functional and the def2-TZVPD basis

Geometry as XYZ:
```
20
Properties=species:S:1:pos:R:3
O 3.051 1.438 -0.121
C 2.817 0.315 -0.020
O 3.741 -0.725 0.260
C 1.363 -0.016 -0.119
C 0.997 -1.313 0.131
N -0.205 -1.761 -0.047
C -1.165 -0.749 -0.071
C -2.488 -1.182 -0.132
C -3.586 -0.363 0.001
C -3.280 1.039 0.218
C -2.022 1.479 0.201
C -0.911 0.644 -0.082
C 0.508 1.011 -0.212
H 4.406 -0.006 -0.081
H 1.707 -2.069 0.242
H -2.700 -2.221 -0.276
H -4.592 -0.717 -0.270
H -4.031 1.885 0.354
H -1.908 2.563 0.109
H 0.827 1.993 -0.340
```

The value obtained for the orbital gap is 0.325 Eh. The value obtained for the lowest unoccupied orbital energy is -0.0106 Eh. The calculation puts the HOMO energy at -9.1 eV.

These are the Löwdin partial charges, in e, on atoms 1 to 8: 0.158, -0.496, 0.066, -0.141, -0.096, 0.146, -0.217, -0.041


<ii>
Formula: C10H7NO2
Source: the Open Molecules 2025 dataset
Level of theory: the ωB97M-V functional and the def2-TZVPD basis

Geometry as XYZ:
```
20
Properties=species:S:1:pos:R:3
O 3.244 -1.482 -0.047
C 2.003 -1.569 0.155
C 1.171 -0.328 0.090
C 1.808 0.856 -0.090
O 3.117 0.978 -0.211
C 1.091 2.118 0.033
C -0.260 2.097 0.126
C -0.998 0.855 -0.055
N -2.359 1.004 -0.077
C -3.047 -0.082 -0.045
C -2.451 -1.399 0.006
C -1.045 -1.494 -0.110
C -0.289 -0.320 -0.046
H 1.583 -2.641 0.530
H 3.418 0.057 -0.299
H 1.757 3.046 0.240
H -0.964 2.950 0.338
H -4.138 0.134 -0.312
H -2.980 -2.304 -0.016
H -0.661 -2.478 -0.210
```

The value obtained for the orbital gap is 0.313 Eh. The value obtained for the lowest unoccupied orbital energy is -0.0154 Eh. The calculation puts the HOMO energy at -8.9 eV.

These are the Löwdin partial charges, in e, on atoms 1 to 8: -0.008, -0.111, -0.079, -0.283, 0.109, 0.016, 0.005, -0.235


Most stable of them? <ii>.


<i>
Formula: C11H10O3Se
Source: the Open Molecules 2025 dataset
Level of theory: the ωB97M-V functional and the def2-TZVPD basis

Geometry as XYZ:
```
25
Properties=species:S:1:pos:R:3
C 3.184 3.005 -1.746
O 1.988 2.632 -1.027
C 1.210 1.686 -1.472
C 1.291 0.748 -2.414
C 0.238 -0.230 -2.243
O 0.021 -1.349 -2.710
O -0.569 0.214 -1.173
C 0.071 1.271 -0.562
Se 0.945 0.249 1.128
C -0.509 -1.014 1.601
C -0.878 -1.957 0.700
C -2.031 -2.744 1.023
C -2.770 -2.435 2.140
C -2.497 -1.370 2.895
C -1.337 -0.618 2.661
H 3.289 4.141 -1.663
H 3.099 2.662 -2.773
H 4.122 2.712 -1.235
H 1.872 0.817 -3.298
H -0.622 1.920 0.004
H -0.375 -2.531 -0.062
H -2.235 -3.697 0.526
H -3.499 -3.165 2.444
H -2.995 -1.128 3.856
H -1.012 0.182 3.401
```

The value obtained for the orbital gap is 0.308 Eh. The value obtained for the lowest unoccupied orbital energy is -0.0036 Eh. The calculation puts the HOMO energy at -8.5 eV.

These are the Löwdin partial charges, in e, on atoms 1 to 8: -0.012, -0.045, -0.334, 0.061, -0.412, 0.093, -0.062, -0.351


<ii>
Formula: C11H10O3Se
Source: the Open Molecules 2025 dataset
Level of theory: the ωB97M-V functional and the def2-TZVPD basis

Geometry as XYZ:
```
25
Properties=species:S:1:pos:R:3
C 2.923 0.933 -0.915
C 2.311 2.177 -0.675
C 2.290 -0.248 -0.662
C 1.073 2.205 -0.082
C 1.097 -0.215 0.052
C 0.490 1.043 0.370
C -2.297 -1.086 -0.633
C -2.210 1.849 -0.524
C -1.734 -0.153 -1.753
C -2.319 -0.606 0.708
C -2.522 -1.553 1.913
O -2.575 -2.197 -0.999
O -2.608 2.966 -0.466
O -2.134 1.228 -1.629
Se -1.397 0.981 1.106
H 3.899 0.915 -1.344
H 2.768 3.011 -1.107
H 2.818 -1.148 -0.807
H 0.599 3.147 0.175
H 0.344 -1.011 0.097
H -0.683 -0.311 -1.874
H -2.153 -0.488 -2.655
H -2.910 -2.463 1.495
H -3.468 -1.036 2.458
H -1.556 -1.698 2.322
```

The value obtained for the orbital gap is 0.291 Eh. The value obtained for the lowest unoccupied orbital energy is -0.0037 Eh. The calculation puts the HOMO energy at -8.0 eV.

These are the Löwdin partial charges, in e, on atoms 1 to 8: -0.073, -0.054, -0.077, -0.111, -0.086, -0.353, -0.514, -0.669


Most stable of them? <i>.


<i>
Formula: H16O8Sr
Source: the Open Molecules 2025 dataset
Level of theory: the ωB97M-V functional and the def2-TZVPD basis

Geometry as XYZ:
```
25
Properties=species:S:1:pos:R:3
Sr -0.049 -0.054 0.029
O 0.294 0.148 -1.784
H 0.355 -0.640 -2.325
H 0.341 0.872 -2.408
O -1.614 -1.127 0.375
H -2.130 -1.037 -0.426
H -1.945 -1.926 0.785
O 0.485 -1.774 -0.597
H 1.400 -1.899 -0.852
H 0.113 -2.656 -0.598
O 0.791 -0.689 1.590
H 1.730 -0.509 1.535
H 0.733 -1.642 1.650
O -1.472 0.921 -0.638
H -2.375 0.971 -0.323
H -1.470 1.437 -1.444
O 0.588 1.753 0.019
H 0.130 2.535 -0.291
H 1.319 2.092 0.535
O -1.049 0.803 1.493
H -2.004 0.802 1.549
H -0.757 1.090 2.358
O 1.822 0.117 -0.173
H 2.198 0.878 0.269
H 2.567 -0.464 -0.325
```

The value obtained for the orbital gap is 0.379 Eh. The value obtained for the lowest unoccupied orbital energy is -0.2584 Eh. Its charge is +2. The calculation puts the HOMO energy at -17.3 eV.

These are the Löwdin partial charges, in e, on atoms 1 to 8: 1.828, -0.237, 0.121, 0.130, -0.181, 0.109, 0.133, -0.206


<ii>
Formula: H16O8Sr
Source: the Open Molecules 2025 dataset
Level of theory: the ωB97M-V functional and the def2-TZVPD basis

Geometry as XYZ:
```
25
Properties=species:S:1:pos:R:3
Sr 0.069 0.139 -0.076
O 0.288 1.601 1.974
H 0.850 1.922 2.694
H -0.607 1.698 2.332
O 2.566 -0.312 -0.848
H 3.024 -0.155 -1.685
H 2.745 -1.232 -0.606
O 0.735 2.133 -1.496
H 0.033 2.584 -1.989
H 1.364 2.844 -1.296
O 1.324 -1.107 2.050
H 1.917 -0.745 2.723
H 1.080 -1.972 2.404
O -2.065 1.636 -0.107
H -2.832 1.488 -0.683
H -2.400 2.207 0.600
O -1.841 -1.059 1.197
H -2.726 -0.794 1.487
H -1.714 -1.923 1.611
O -0.944 -0.237 -2.475
H -1.031 -1.024 -3.033
H -0.911 0.493 -3.109
O 0.329 -2.336 -0.481
H 0.673 -2.774 -1.276
H 0.073 -3.076 0.087
```

The value obtained for the orbital gap is 0.457 Eh. The value obtained for the lowest unoccupied orbital energy is -0.2306 Eh. Its charge is +2. The calculation puts the HOMO energy at -18.7 eV.

These are the Löwdin partial charges, in e, on atoms 1 to 8: 1.646, -0.127, 0.093, 0.067, -0.107, 0.084, 0.058, -0.131


Most stable of them? <ii>.